(1)
DFT (wB97M-V/def2-TZVPD) results for 2 unconnected molecules or ions with the total composition C27H57FNO5P.

Last column: Löwdin charge in e.
Element x y z (Å)
C  0.85020  -4.58455  3.32206  -0.113
C  1.70928  -4.83803  2.08583  -0.261
C  1.16007  -4.20754  0.79861  -0.217
C  0.22957  -5.11236  -0.03405  -0.205
C  -1.25184  -4.72771  0.05986  -0.203
C  -1.64521  -3.60284  -0.91438  -0.189
C  -2.45477  -2.46560  -0.29072  -0.193
C  -2.37954  -1.16391  -1.07213  -0.183
C  -1.13189  -0.31230  -0.88671  -0.091
N  -1.48311  1.01190  -0.22167  -0.162
C  -0.30209  1.92425  -0.41173  -0.127
C  -0.31749  3.28542  0.28288  -0.166
C  1.10489  3.78895  0.56655  -0.198
C  2.00964  3.92919  -0.66312  -0.208
C  3.50030  3.92298  -0.32345  -0.211
C  4.37949  3.90580  -1.58220  -0.201
C  4.54929  2.47705  -2.13152  -0.210
C  5.87184  1.83761  -1.69496  -0.216
C  5.86584  0.30954  -1.77803  -0.169
C  5.01605  -0.34330  -0.68346  -0.222
O  4.17981  -1.38136  -1.17375  -0.182
C  2.81595  -1.07780  -1.15933  -0.137
C  -2.66937  1.63850  -0.96348  -0.079
C  -4.08244  1.38952  -0.42712  -0.415
P  -5.24996  2.76588  -1.06130  0.857
O  -6.12352  2.95521  0.29248  -0.282
O  -6.10690  1.82385  -2.06470  -0.281
O  -4.14292  1.24957  0.98567  -0.150
C  -2.98881  1.65675  1.67087  -0.128
C  -1.87040  0.71118  1.22923  -0.167
C  -0.67269  0.43625  2.15398  -0.085
C  -0.23796  1.47659  3.17094  -0.179
F  -1.29715  1.84342  3.99199  -0.040
H  -0.07676  -5.16330  3.30015  0.072
H  0.56441  -3.52929  3.38471  0.061
H  1.37936  -4.84073  4.24176  0.067
H  1.78923  -5.91919  1.93019  0.101
H  2.72502  -4.47751  2.26966  0.100
H  0.59745  -3.30491  1.08245  0.094
H  1.99256  -3.86617  0.17803  0.092
H  0.53682  -5.07058  -1.08403  0.105
H  0.35845  -6.15318  0.27947  0.103
H  -1.87287  -5.60995  -0.11083  0.109
H  -1.46308  -4.39463  1.08320  0.099
H  -0.72237  -3.19887  -1.35521  0.102
H  -2.24378  -4.01441  -1.73120  0.122
H  -3.52739  -2.68759  -0.29701  0.107
H  -2.14824  -2.33419  0.75956  0.106
H  -3.26489  -0.59186  -0.81878  0.059
H  -2.49739  -1.40972  -2.12918  0.138
H  -0.39018  -0.80403  -0.25350  0.118
H  -0.64111  -0.03896  -1.82189  0.133
H  0.58395  1.34512  -0.14182  0.121
H  -0.25659  2.07106  -1.49218  0.136
H  -0.88539  3.25929  1.21078  0.089
H  -0.82073  4.01158  -0.36165  0.125
H  1.59427  3.12533  1.29054  0.104
H  1.01433  4.76197  1.05673  0.123
H  1.81734  3.11133  -1.36642  0.101
H  1.76757  4.85606  -1.19285  0.124
H  3.72794  3.02183  0.26238  0.108
H  3.73135  4.78070  0.31496  0.117
H  5.36416  4.31312  -1.33749  0.108
H  3.94922  4.56285  -2.34315  0.109
H  4.49486  2.46021  -3.22323  0.116
H  3.71599  1.86309  -1.76843  0.081
H  6.11553  2.14127  -0.66892  0.116
H  6.66949  2.23221  -2.32989  0.114
H  6.88830  -0.06744  -1.70809  0.109
H  5.48567  -0.01188  -2.75269  0.121
H  5.65813  -0.79035  0.08061  0.125
H  4.40051  0.41709  -0.18227  0.104
H  2.57381  -0.22304  -1.80971  0.081
H  2.28186  -1.95617  -1.52472  0.085
H  2.46571  -0.85719  -0.13797  0.081
H  -2.62162  1.24224  -1.97908  0.152
H  -2.45476  2.70611  -1.01649  0.101
H  -4.48266  0.46686  -0.86262  0.056
H  -6.52033  2.15852  0.67255  0.069
H  -6.35940  0.93397  -1.76744  0.050
H  -3.18056  1.50991  2.73039  0.139
H  -2.76743  2.71540  1.49841  0.132
H  -2.41089  -0.23099  1.13314  0.141
H  0.21823  0.19094  1.56777  0.108
H  -0.91078  -0.47975  2.70011  0.131
H  0.54249  1.04946  3.80346  0.127
H  0.15036  2.38919  2.71779  0.092
C  -5.88603  -1.24262  -0.22810  -0.441
O  -5.20494  -1.51163  -1.36310  -0.382
H  -5.44272  -0.44504  0.44945  0.045
H  -6.93870  -0.88707  -0.38489  0.050
H  -5.99690  -2.10660  0.47341  0.054

Values from the calculation:
2S+1: 1

***

(2)
DFT (wB97M-V/def2-TZVPD) results for a molecular structure, C12H14IrN6S2.

Last column: Löwdin charge in e.
Element x y z (Å)
Ir  -1.55714  -0.95288  0.20953  1.010
C  -0.74380  1.25473  3.87765  0.033
C  -0.62455  0.40730  2.66127  -0.190
N  -1.14507  0.68964  1.50682  -0.091
N  -1.72273  1.91022  1.27136  0.036
C  -2.27651  2.11838  0.07143  -0.717
N  -2.72540  3.30558  -0.26054  0.190
S  -2.42380  0.81916  -1.04774  0.742
C  0.13749  -0.85532  2.67204  -0.219
C  1.07293  -1.15439  3.63367  0.058
C  1.86449  -2.29772  3.47824  0.038
C  1.66328  -3.10735  2.38097  0.028
C  0.68036  -2.75551  1.45756  -0.059
N  -0.05341  -1.65132  1.59448  -0.069
H  -1.62366  1.89575  3.84342  0.099
H  0.14028  1.88579  4.01725  0.135
H  -0.82881  0.62015  4.75885  0.117
H  -1.58404  2.66060  1.93648  0.174
H  -2.66134  4.11440  0.34346  0.157
H  -3.16171  3.45022  -1.16165  0.143
H  1.21424  -0.50072  4.48350  0.140
H  2.63138  -2.52912  4.20579  0.145
H  2.25770  -3.99542  2.21665  0.141
H  0.49701  -3.36986  0.58680  0.124
S  -1.78969  -2.35262  -1.68475  0.805
C  -3.15444  -2.77797  -0.81617  -0.758
N  -4.12610  -3.66283  -1.13084  0.158
C  -5.14139  -3.91872  -0.28077  0.058
C  -5.19358  -3.26820  0.93120  0.042
C  -4.19308  -2.35187  1.22220  0.007
N  -3.20721  -2.12102  0.35088  -0.146
H  -4.07371  -4.15084  -2.02285  0.200
H  -5.87949  -4.64558  -0.59727  0.172
H  -5.98977  -3.46495  1.63374  0.147
H  -4.17782  -1.79868  2.15229  0.150

Values from the calculation:
ΔE to the lowest compared entry with this formula, charge and spin: 44.6 kJ/mol
Charge: +3
2S+1: 1

***

(3)
DFT (wB97M-V/def2-TZVPD) results for C16H17N5O3 in the gas phase.

Last column: Löwdin charge in e.
Element x y z (Å)
C  -6.32048  -0.57434  -0.34606  -0.064
C  -4.84789  -0.44645  -0.70243  -0.262
O  -4.25929  0.44695  0.22347  -0.047
C  -2.94200  0.74301  0.11671  -0.265
C  -2.44365  1.64223  1.06598  0.009
C  -1.11960  2.00929  1.05530  -0.020
C  -0.25553  1.48597  0.09203  -0.193
C  -0.74985  0.59518  -0.85462  -0.031
C  -2.08004  0.22373  -0.84691  -0.014
H  -2.43427  -0.47055  -1.59250  0.104
H  -0.08199  0.19034  -1.59962  0.112
C  1.14393  1.83608  0.11331  -0.302
N  2.06531  1.34920  -0.71717  0.160
N  3.17881  1.90011  -0.26672  -0.184
N  2.97435  2.68068  0.76157  0.076
N  1.71684  2.66284  1.01454  0.091
C  4.46912  1.54143  -0.76617  -0.018
H  5.21263  2.16232  -0.26616  0.134
H  4.50661  1.68813  -1.84879  0.134
C  4.72256  0.05157  -0.42714  -0.481
O  5.67370  -0.31545  0.21731  0.083
N  3.77153  -0.75244  -0.94461  0.069
H  2.96694  -0.29145  -1.36205  0.108
C  3.48805  -2.05919  -0.37363  -0.082
C  2.21057  -1.97292  0.39762  -0.269
C  0.97250  -2.50474  0.18412  -0.024
C  0.13234  -1.97009  1.19142  -0.066
C  0.91845  -1.14526  1.93247  -0.119
O  2.17356  -1.13791  1.46008  0.048
H  0.71023  -0.52581  2.78170  0.127
H  -0.90957  -2.16666  1.33580  0.103
H  0.69762  -3.19703  -0.58504  0.108
H  4.33119  -2.31413  0.27488  0.131
H  3.39268  -2.80321  -1.16769  0.129
H  -0.72872  2.69966  1.78607  0.111
H  -3.12672  2.03478  1.80243  0.119
H  -4.35641  -1.42762  -0.64396  0.125
H  -4.73684  -0.05755  -1.72407  0.126
H  -6.81040  -1.25540  -1.03593  0.076
H  -6.42543  -0.95380  0.66656  0.078
H  -6.80084  0.39848  -0.40210  0.078

Values from the calculation:
ΔE to the lowest compared entry with this formula, charge and spin: 148.4 kJ/mol
2S+1: 1
SMILES string: CCOc1ccc(-c2nnn(CC(=O)NCc3ccco3)n2)cc1

***

(4)
DFT (wB97M-V/def2-TZVPD) results for C5H10O in the gas phase.

Last column: Löwdin charge in e.
Element x y z (Å)
C  -1.09045  1.99292  1.17791  -0.104
C  0.07917  1.22265  0.58372  -0.194
C  0.66528  -0.75425  -0.97066  -0.193
C  0.68009  -2.27593  -0.88558  -0.103
C  -0.31683  -0.12204  0.00063  -0.420
O  -1.35463  -0.67353  0.30221  0.084
H  -1.66496  1.34826  1.84770  0.074
H  -0.74346  2.86885  1.73447  0.071
H  -1.76842  2.33562  0.38945  0.079
H  0.61144  1.80811  -0.17752  0.115
H  0.83229  0.99497  1.35371  0.126
H  1.66506  -0.33145  -0.81189  0.110
H  0.91376  -2.60113  0.13375  0.080
H  -0.29685  -2.69171  -1.14515  0.075
H  1.43373  -2.69533  -1.55871  0.071
H  0.35478  -0.42600  -1.97403  0.126

Values from the calculation:
ΔE to the lowest compared entry with this formula, charge and spin: 3.1 kJ/mol
2S+1: 1
SMILES string: CCC(=O)CC

***

(5)
DFT (wB97M-V/def2-TZVPD) results for 6 unconnected molecules or ions with the total composition H13NO5.

Last column: Löwdin charge in e.
Element x y z (Å)
N  0.84763  -1.54857  0.45896  0.043
H  -0.13333  -1.74292  0.34701  0.028
H  1.16324  -2.48668  0.68703  0.042
H  1.23291  -1.23037  -0.42906  0.025
H  -1.30434  -0.91696  -2.05445  0.033
H  -0.13967  -1.88337  -2.43058  0.021
O  -1.09736  -1.78835  -2.46806  -0.077
H  -2.91895  0.96860  1.34157  0.026
H  -1.46679  0.68392  1.84840  0.015
O  -2.00910  1.03686  1.11141  -0.059
H  0.66899  -0.45083  2.01033  0.004
H  0.44579  0.12368  3.51652  0.042
O  0.18897  0.18848  2.59455  -0.091
H  2.00235  1.16217  -0.33094  0.032
H  3.19321  1.72935  -1.06371  0.036
O  2.68021  0.91605  -0.98786  -0.076
H  -1.27287  1.71394  -0.59397  -0.010
H  -1.32768  1.79989  -2.15276  0.020
O  -0.75319  1.72513  -1.40437  -0.055

Values from the calculation:
ΔE to the lowest compared entry with this formula, charge and spin: 73.0 kJ/mol
2S+1: 1
SMILES string: N.O.O.O.O.O

***

(6)
DFT (wB97M-V/def2-TZVPD) results for 2 unconnected molecules or ions with the total composition C2H10NO.

Last column: Löwdin charge in e.
Element x y z (Å)
C  0.85713  -1.37906  1.53308  -0.044
N  -0.04478  -1.34470  0.31671  0.084
H  -1.05121  -1.72632  0.44673  0.201
H  -0.17027  -0.27194  0.14610  0.131
H  0.14762  -1.78784  -0.63182  0.191
H  1.17874  -2.49981  1.85239  0.149
H  0.52568  -0.79522  2.34073  0.070
H  1.92380  -1.04602  1.20649  0.130
C  -0.56841  1.74981  -1.64573  -0.144
O  -0.24932  1.66344  -0.25880  -0.243
H  -0.62753  2.38907  0.38270  0.157
H  0.31162  2.33687  -2.27553  0.152
H  -0.45951  0.71133  -1.76016  0.014
H  -1.77356  2.00038  -1.65289  0.152

Values from the calculation:
ΔE to the lowest compared entry with this formula, charge and spin: 272.5 kJ/mol
Charge: +1
2S+1: 1

***

no.,orbital gap (eV),total energy (eV)
1,6.07,-52653.8389
2,7.11,-46094.6940
3,8.96,-30459.6861
4,10.54,-7394.7334
5,11.53,-11939.1181
6,10.83,-5764.8583